A 6-piece molecular cluster, C35H62BO15P overall. Source: the OMol25 dataset; level of theory: the ωB97M-V functional and the def2-TZVPD basis.

```
114
Properties=species:S:1:pos:R:3:lowdin_charge:R:1
C 7.23 -0.70 -2.24 -0.045
O 5.85 -0.45 -1.94 0.048
B 5.63 0.70 -1.24 -0.605
O 6.34 0.93 -0.07 0.174
C 4.61 1.82 -1.73 -0.002
C 5.05 2.84 -2.57 -0.019
C 4.20 3.85 -3.02 -0.044
C 2.87 3.86 -2.62 0.008
C 2.42 2.85 -1.79 -0.077
C 3.27 1.83 -1.35 -0.038
C 2.68 0.76 -0.51 -0.280
O 3.27 0.25 0.41 0.153
C 1.29 0.39 -0.86 -0.069
C 0.83 -0.92 -0.81 0.026
C -0.48 -1.15 -1.19 -0.059
C -1.33 -0.13 -1.59 -0.314
P -3.05 -0.37 -2.09 0.721
O -3.44 0.64 -3.10 -0.453
C -0.88 1.19 -1.63 0.012
C 0.44 1.42 -1.27 -0.081
C 1.01 2.80 -1.33 -0.301
O 0.38 3.78 -1.01 0.145
H 7.82 -0.85 -1.34 0.078
H 7.31 -1.58 -2.85 0.090
H 7.62 0.14 -2.81 0.093
H 6.69 1.82 -0.08 0.113
H 6.09 2.85 -2.88 0.116
H 4.55 4.63 -3.68 0.108
H 2.17 4.61 -2.94 0.123
H 1.49 -1.71 -0.52 0.112
H -0.86 -2.16 -1.17 0.100
H -3.82 -0.20 -0.92 0.021
H -3.21 -1.66 -2.63 0.017
H -1.50 2.02 -1.93 0.124
C -5.59 5.15 -1.08 -0.112
O -6.57 4.32 -1.66 -0.190
C -6.09 3.02 -2.00 -0.200
C -6.47 1.99 -0.97 -0.204
O -5.84 2.23 0.28 -0.197
C -6.68 2.87 1.23 -0.099
H -6.09 5.99 -0.61 0.087
H -5.01 4.62 -0.32 0.083
H -4.91 5.53 -1.85 0.088
H -5.01 3.04 -2.15 0.118
H -6.56 2.75 -2.96 0.128
H -6.12 1.01 -1.31 0.108
H -7.55 1.94 -0.84 0.123
H -7.39 2.15 1.64 0.067
H -7.24 3.70 0.78 0.088
H -6.06 3.25 2.03 0.091
C -10.91 3.09 2.88 -0.105
O -10.08 2.47 1.91 -0.203
C -10.16 1.05 1.93 -0.209
C -11.06 0.52 0.83 -0.205
O -12.41 0.92 1.01 -0.190
C -12.79 2.03 0.22 -0.109
H -11.00 4.14 2.62 0.090
H -11.91 2.65 2.89 0.084
H -10.47 3.01 3.87 0.089
H -10.50 0.70 2.91 0.128
H -9.15 0.67 1.76 0.114
H -11.04 -0.57 0.86 0.126
H -10.70 0.85 -0.15 0.125
H -12.95 1.72 -0.82 0.089
H -12.04 2.82 0.24 0.084
H -13.72 2.42 0.61 0.089
C 0.41 -7.13 -0.25 -0.109
O 0.46 -7.31 -1.66 -0.188
C -0.49 -6.52 -2.36 -0.207
C 0.15 -5.28 -2.95 -0.200
O 0.62 -4.40 -1.94 -0.209
C 2.01 -4.48 -1.71 -0.108
H 1.33 -7.56 0.16 0.090
H 0.37 -6.08 0.02 0.082
H -0.45 -7.66 0.18 0.089
H -1.32 -6.25 -1.71 0.126
H -0.88 -7.13 -3.17 0.126
H -0.61 -4.74 -3.52 0.125
H 0.96 -5.55 -3.63 0.128
H 2.56 -3.95 -2.50 0.094
H 2.38 -5.50 -1.65 0.087
H 2.21 -3.98 -0.76 0.082
C 2.00 3.36 5.49 -0.115
O 2.83 2.75 4.52 -0.189
C 2.68 1.34 4.45 -0.199
C 1.79 0.93 3.30 -0.200
O 0.45 1.38 3.47 -0.187
C 0.16 2.55 2.72 -0.097
H 1.99 4.43 5.29 0.088
H 0.98 2.98 5.44 0.083
H 2.40 3.19 6.50 0.087
H 2.29 0.95 5.39 0.125
H 3.67 0.91 4.29 0.127
H 1.75 -0.17 3.26 0.128
H 2.20 1.28 2.35 0.104
H 0.01 2.30 1.66 0.077
H 0.95 3.30 2.81 0.088
H -0.77 2.97 3.11 0.091
C 11.94 -3.39 1.21 -0.112
O 10.87 -4.26 1.52 -0.190
C 9.65 -3.58 1.77 -0.204
C 8.73 -3.60 0.57 -0.199
O 9.27 -2.87 -0.53 -0.209
C 9.88 -3.71 -1.50 -0.108
H 12.74 -4.00 0.78 0.089
H 11.65 -2.63 0.49 0.083
H 12.32 -2.91 2.12 0.089
H 9.84 -2.55 2.09 0.127
H 9.15 -4.10 2.60 0.126
H 7.79 -3.11 0.84 0.128
H 8.50 -4.63 0.28 0.127
H 9.11 -4.20 -2.11 0.089
H 10.52 -4.46 -1.05 0.084
H 10.48 -3.07 -2.14 0.090
```

Calculated values
**Strongest force on any atom**: 1.74 eV Å⁻¹
**SMILES**: COB(O)c1cccc2c1C(=O)c1ccc([PH2]=O)cc1C2=O.COCCOC.COCCOC.COCCOC.COCCOC.COCCOC
**HOMO energy**: -8.9 eV



A 3-piece molecular cluster, C35H63BN4O13P overall. Source: the OMol25 dataset; level of theory: the ωB97M-V functional and the def2-TZVPD basis.

```
117
Properties=species:S:1:pos:R:3:lowdin_charge:R:1
C 9.75 -1.36 -0.41 -0.066
C 8.23 -1.13 -0.65 -0.283
O 7.91 0.22 -0.96 -0.178
C 8.14 0.49 -2.34 -0.184
C 8.28 2.03 -2.48 -0.161
O 7.76 2.55 -3.70 -0.121
C 6.40 2.93 -3.61 -0.176
C 5.56 1.94 -4.45 -0.162
O 4.14 2.11 -4.31 -0.111
C 3.67 1.72 -3.02 -0.126
C 2.48 0.78 -3.25 0.006
C 1.14 1.15 -2.94 -0.047
C 0.84 2.51 -2.30 -0.081
C 0.96 2.51 -0.76 -0.142
C 2.20 2.37 -0.12 -0.046
C 2.34 2.40 1.26 -0.083
C 1.24 2.58 2.09 -0.060
C 0.00 2.71 1.47 -0.043
C -0.15 2.68 0.09 -0.202
C -1.60 2.88 -0.41 -0.066
C 0.12 0.19 -3.26 -0.161
P -1.65 0.64 -2.89 0.913
N -2.02 -0.22 -1.43 -0.125
O -2.69 0.04 -4.03 -0.303
C 0.45 -1.04 -3.82 -0.243
N -0.62 -1.92 -4.13 0.132
N 1.76 -1.35 -4.06 0.229
B 2.12 -2.71 -4.63 -0.609
O 3.00 -2.73 -5.70 0.204
O 1.61 -3.89 -4.20 0.123
C 1.55 -4.04 -2.75 -0.216
C 2.56 -5.05 -2.20 -0.046
C 2.72 -0.46 -3.79 -0.151
O 4.06 -0.79 -4.03 0.116
C 4.54 -1.26 -2.88 -0.261
N 5.04 -1.46 -1.84 0.259
H 9.96 -1.46 0.66 0.071
H 10.34 -0.54 -0.85 0.075
H 10.05 -2.31 -0.89 0.073
H 7.72 -1.38 0.30 0.115
H 7.84 -1.82 -1.42 0.100
H 9.06 0.00 -2.69 0.126
H 7.28 0.07 -2.90 0.099
H 9.36 2.25 -2.47 0.133
H 7.84 2.48 -1.58 0.127
H 6.27 3.93 -4.08 0.136
H 6.04 3.04 -2.57 0.125
H 5.79 2.15 -5.51 0.141
H 5.85 0.89 -4.27 0.103
H 3.34 2.65 -2.54 0.109
H 4.49 1.24 -2.45 0.131
H 1.56 3.24 -2.71 0.130
H -0.15 2.83 -2.65 0.081
H 3.14 2.25 -0.68 0.091
H 3.33 2.28 1.69 0.112
H 1.32 2.60 3.18 0.108
H -0.86 2.86 2.14 0.121
H -2.00 3.74 0.14 0.088
H -1.68 2.96 -1.49 0.015
H -2.15 1.99 -0.06 0.064
H -3.01 -0.45 -1.46 0.032
H -1.46 -1.06 -1.33 0.038
H -2.89 -0.90 -3.86 0.041
H -0.77 -1.93 -5.13 0.132
H -0.48 -2.85 -3.76 0.093
H 2.44 -2.61 -6.49 0.137
H 0.54 -4.44 -2.53 0.127
H 1.65 -3.10 -2.18 0.125
H 2.64 -5.97 -2.78 0.095
H 2.18 -5.36 -1.21 0.093
H 3.55 -4.60 -1.99 0.082
C -3.86 2.68 8.40 -0.106
O -3.70 1.54 7.58 -0.198
C -4.35 1.63 6.33 -0.195
C -3.45 1.16 5.19 -0.181
O -2.33 1.99 4.92 -0.130
C -1.27 2.01 5.87 -0.177
C -0.51 0.71 6.02 -0.198
O -1.28 -0.27 6.69 -0.198
C -1.12 -1.58 6.18 -0.111
H -4.83 2.64 8.92 0.089
H -3.06 2.67 9.15 0.089
H -3.78 3.60 7.82 0.087
H -4.68 2.66 6.13 0.124
H -5.23 0.98 6.37 0.127
H -4.06 1.18 4.28 0.116
H -3.15 0.12 5.33 0.114
H -1.62 2.37 6.84 0.115
H -0.57 2.76 5.50 0.122
H 0.39 0.89 6.63 0.130
H -0.20 0.36 5.02 0.119
H -1.08 -1.59 5.09 0.083
H -1.99 -2.17 6.49 0.090
H -0.22 -2.04 6.59 0.089
C -9.06 -2.60 -1.71 -0.106
O -8.45 -2.54 -0.43 -0.197
C -7.38 -3.45 -0.26 -0.196
C -6.19 -2.79 0.41 -0.178
O -5.52 -1.81 -0.38 -0.141
C -6.18 -0.57 -0.62 -0.179
C -6.38 0.30 0.61 -0.196
O -7.39 -0.24 1.45 -0.195
C -7.11 -0.10 2.83 -0.105
H -9.77 -3.43 -1.76 0.090
H -9.59 -1.66 -1.87 0.090
H -8.31 -2.71 -2.50 0.085
H -7.07 -3.89 -1.21 0.121
H -7.74 -4.26 0.39 0.130
H -5.45 -3.58 0.59 0.126
H -6.45 -2.40 1.39 0.115
H -7.11 -0.73 -1.16 0.115
H -5.52 -0.03 -1.30 0.115
H -6.72 1.29 0.29 0.131
H -5.43 0.40 1.14 0.121
H -6.06 -0.31 3.06 0.076
H -7.72 -0.83 3.37 0.092
H -7.38 0.90 3.18 0.091
```

Calculated values
**Strongest force on any atom**: 2.43 eV Å⁻¹
**HOMO energy**: -10.6 eV
**Total charge**: +1



A 4-piece molecular cluster, C35H65BNO15P3S overall. Source: the OMol25 dataset; level of theory: the ωB97M-V functional and the def2-TZVPD basis.

```
121
Properties=species:S:1:pos:R:3:lowdin_charge:R:1
C 2.71 2.51 -4.90 -0.116
C 2.34 2.73 -6.47 -0.172
B 0.74 2.50 -6.77 -0.421
O -0.18 3.47 -6.26 0.066
C 0.30 1.20 -7.66 -0.077
C 0.85 0.91 -9.10 -0.040
C 0.36 -0.33 -9.88 -0.069
C -0.66 -1.35 -9.28 -0.011
C -1.23 -1.09 -7.86 -0.184
C -0.73 0.19 -7.09 -0.337
S -1.50 0.43 -5.40 0.890
C -3.27 -0.09 -5.75 -0.382
C -4.48 0.65 -5.15 0.018
C -5.90 0.13 -5.56 -0.219
O -7.10 0.78 -5.09 -0.121
C -7.46 1.71 -6.18 -0.152
C -9.07 1.78 -6.38 -0.361
C -9.75 2.28 -5.01 -0.069
O -9.59 0.49 -6.79 -0.078
C -6.03 -1.09 -6.50 0.005
C -4.80 -1.86 -7.11 0.002
C -3.39 -1.33 -6.71 -0.199
N -2.19 -2.01 -7.23 0.008
H 3.52 1.72 -4.77 0.078
H 1.75 2.14 -4.39 0.075
H 3.02 3.50 -4.44 0.075
H 2.90 1.90 -7.06 0.098
H 2.63 3.79 -6.80 0.105
H 0.33 4.13 -5.72 0.110
H 1.60 1.69 -9.50 0.104
H 0.79 -0.47 -10.93 0.087
H -0.99 -2.27 -9.86 0.088
H -4.33 1.55 -4.44 0.115
H -7.05 1.34 -7.19 0.135
H -7.05 2.76 -5.99 0.136
H -9.35 2.56 -7.19 0.149
H -10.66 2.96 -5.23 0.081
H -8.97 2.86 -4.40 0.080
H -10.14 1.41 -4.38 0.090
H -10.17 0.60 -7.57 0.096
H -7.06 -1.49 -6.80 0.107
H -4.92 -2.74 -7.83 0.097
H -2.46 -2.79 -7.85 0.115
C 3.85 -0.70 0.24 -0.083
C 3.42 0.47 -0.62 -0.292
O 3.70 1.72 0.02 -0.249
P 5.28 2.19 0.11 0.757
O 5.33 2.74 -1.32 -0.226
O 5.10 3.71 0.77 -0.270
C 5.56 4.87 0.10 -0.288
C 4.44 5.49 -0.73 -0.073
O 5.28 1.59 1.71 -0.268
C 4.68 2.27 2.82 -0.275
C 3.20 2.56 2.70 -0.073
H 4.94 -0.73 0.34 0.070
H 3.52 -1.64 -0.20 0.074
H 3.44 -0.62 1.25 0.074
H 3.91 0.44 -1.60 0.106
H 2.34 0.43 -0.78 0.121
H 6.44 4.65 -0.52 0.104
H 5.89 5.59 0.85 0.116
H 3.91 4.76 -1.33 0.067
H 4.84 6.27 -1.39 0.077
H 3.70 5.94 -0.07 0.076
H 5.24 3.18 3.05 0.112
H 4.83 1.61 3.68 0.121
H 2.98 3.28 1.91 0.068
H 2.82 2.98 3.64 0.077
H 2.64 1.64 2.48 0.075
C -1.02 -1.41 6.38 -0.080
C -0.78 -0.23 5.47 -0.292
O -1.01 1.01 6.13 -0.243
P 0.10 1.49 7.26 0.750
O 1.13 2.02 6.26 -0.230
O -0.49 3.00 7.65 -0.266
C 0.31 4.17 7.46 -0.288
C 0.02 4.80 6.11 -0.073
O -0.93 0.85 8.47 -0.263
C -2.12 1.50 8.93 -0.279
C -3.17 1.78 7.88 -0.079
H -0.28 -1.44 7.19 0.071
H -0.96 -2.35 5.83 0.068
H -2.00 -1.34 6.86 0.078
H 0.24 -0.25 5.07 0.101
H -1.47 -0.27 4.62 0.122
H 1.37 3.95 7.59 0.104
H 0.04 4.87 8.25 0.116
H 0.04 4.07 5.30 0.070
H 0.75 5.58 5.88 0.077
H -0.98 5.24 6.10 0.076
H -1.86 2.40 9.48 0.112
H -2.56 0.82 9.67 0.121
H -2.84 2.52 7.14 0.067
H -4.08 2.18 8.34 0.082
H -3.43 0.87 7.33 0.074
C 0.19 -8.22 2.36 -0.085
C 0.75 -7.88 3.72 -0.293
O 1.61 -6.75 3.67 -0.247
P 0.89 -5.27 3.45 0.758
O 0.49 -5.09 4.92 -0.223
O 2.22 -4.28 3.60 -0.266
C 2.28 -3.27 4.61 -0.285
C 2.97 -3.80 5.86 -0.067
O 1.29 -5.41 1.79 -0.265
C 2.61 -5.20 1.27 -0.277
C 3.70 -6.09 1.83 -0.077
H -0.50 -7.44 2.01 0.069
H -0.36 -9.17 2.39 0.078
H 0.99 -8.30 1.61 0.077
H -0.05 -7.71 4.45 0.108
H 1.35 -8.72 4.09 0.120
H 1.28 -2.89 4.84 0.085
H 2.85 -2.43 4.21 0.116
H 2.59 -4.78 6.16 0.073
H 2.85 -3.11 6.69 0.076
H 4.04 -3.93 5.66 0.077
H 2.87 -4.14 1.35 0.105
H 2.53 -5.40 0.19 0.121
H 3.89 -5.90 2.88 0.068
H 4.63 -5.93 1.29 0.083
H 3.42 -7.15 1.74 0.075
```

Calculated values
**Strongest force on any atom**: 9.49 eV Å⁻¹
**SMILES**: CCB(O)c1cccc2c1Sc1cc(OC[C@H](C)O)ccc1N2.CCOP(=O)(OCC)OCC.CCOP(=O)(OCC)OCC.CCOP(=O)(OCC)OCC
**HOMO energy**: -7.6 eV



C35H65N8O7S2 as an isolated structure. Source: the OMol25 dataset; level of theory: the ωB97M-V functional and the def2-TZVPD basis.

```
117
Properties=species:S:1:pos:R:3:lowdin_charge:R:1
C 3.09 -3.75 -0.26 -0.110
C 3.54 -3.33 -1.67 -0.271
C 3.07 -1.94 -2.10 -0.175
C 3.48 -0.79 -1.17 -0.221
O 2.50 0.27 -1.29 -0.252
S 1.40 0.21 -0.12 0.442
O 2.07 0.61 1.11 -0.346
O 0.93 -1.15 -0.02 -0.313
N 0.25 1.25 -0.40 -0.374
S -0.85 0.80 -1.60 0.905
O -0.14 0.57 -2.86 -0.438
O -2.08 2.57 -1.90 -0.194
O -1.74 -0.67 -1.11 -0.340
C -1.48 -1.81 -1.88 -0.258
C -2.63 -2.85 -1.64 -0.410
C -2.15 -4.28 -1.78 -0.056
O -3.26 -2.59 -0.39 -0.035
H 2.04 -4.02 -0.21 0.059
H 3.33 -3.03 0.51 0.063
H 3.64 -4.66 -0.01 0.063
H 4.62 -3.48 -1.78 0.097
H 3.08 -4.04 -2.37 0.046
H 1.99 -1.88 -2.24 0.105
H 3.51 -1.71 -3.08 0.099
H 3.52 -1.08 -0.12 0.089
H 4.46 -0.41 -1.46 0.120
H -1.50 -1.61 -2.96 0.113
H -0.55 -2.31 -1.59 0.097
H -3.36 -2.65 -2.43 0.097
H -1.27 -4.51 -1.17 0.080
H -2.02 -4.58 -2.82 0.059
H -2.95 -4.94 -1.40 0.077
H -3.30 -3.39 0.12 0.066
C -3.41 7.31 -1.41 -0.114
C -3.60 6.58 -0.08 -0.254
C -2.42 5.69 0.28 -0.177
C -2.20 4.65 -0.71 0.012
N -2.02 3.72 -1.37 -0.032
H -3.33 6.60 -2.24 0.070
H -4.26 7.96 -1.62 0.066
H -2.51 7.92 -1.40 0.073
H -4.51 5.99 -0.13 0.110
H -3.74 7.32 0.71 0.106
H -2.59 5.21 1.25 0.095
H -1.50 6.28 0.37 0.081
C -0.14 -2.84 2.42 -0.100
C -0.94 -3.99 3.03 -0.253
C -0.07 -5.00 3.78 -0.193
C 0.91 -5.63 2.89 -0.238
N 1.67 -6.12 2.19 0.151
H 0.57 -3.19 1.67 0.058
H -0.81 -2.13 1.92 0.078
H 0.42 -2.30 3.19 0.068
H -1.49 -4.50 2.24 0.103
H -1.68 -3.58 3.72 0.105
H -0.69 -5.79 4.21 0.111
H 0.46 -4.52 4.60 0.117
C 3.75 -3.78 -7.33 -0.112
C 4.83 -3.16 -6.45 -0.260
C 5.49 -4.17 -5.50 -0.182
C 4.49 -4.75 -4.60 -0.213
N 3.71 -5.19 -3.89 0.172
H 2.93 -4.17 -6.73 0.072
H 3.33 -3.03 -8.00 0.072
H 4.15 -4.59 -7.93 0.073
H 4.40 -2.34 -5.87 0.109
H 5.60 -2.72 -7.09 0.105
H 6.26 -3.69 -4.91 0.117
H 5.95 -4.98 -6.07 0.116
C 3.05 6.76 3.11 -0.112
C 2.42 5.98 1.97 -0.244
C 1.37 6.78 1.21 -0.174
C 0.27 7.21 2.09 -0.239
N -0.59 7.53 2.77 0.168
H 2.29 7.01 3.84 0.023
H 3.80 6.15 3.61 0.077
H 3.53 7.67 2.76 0.080
H 1.96 5.07 2.37 0.105
H 3.19 5.66 1.26 0.112
H 0.95 6.18 0.40 0.116
H 1.81 7.68 0.77 0.121
C -0.37 4.77 7.61 -0.110
C -0.78 5.67 6.45 -0.251
C 0.28 5.73 5.33 -0.197
C 1.54 6.25 5.87 -0.256
N 2.52 6.67 6.28 0.152
H 0.53 5.14 8.10 0.067
H -1.16 4.73 8.36 0.068
H -0.18 3.75 7.27 0.067
H -0.97 6.67 6.82 0.110
H -1.71 5.30 6.02 0.107
H -0.07 6.36 4.51 0.059
H 0.46 4.73 4.92 0.097
C -0.81 0.95 5.20 -0.115
C -0.58 0.53 3.75 -0.241
C 0.23 1.56 2.96 -0.178
C -0.47 2.84 2.91 -0.203
N -1.01 3.85 2.88 0.168
H -1.39 1.87 5.27 0.061
H -1.36 0.18 5.74 0.065
H 0.14 1.11 5.72 0.071
H -1.54 0.37 3.27 0.120
H -0.05 -0.42 3.74 0.081
H 0.38 1.21 1.93 0.053
H 1.21 1.71 3.41 0.124
C -6.06 -6.78 -5.37 -0.113
C -4.65 -6.73 -5.94 -0.266
C -3.64 -6.10 -4.97 -0.189
C -4.01 -4.72 -4.65 -0.237
N -4.29 -3.65 -4.39 0.185
H -6.45 -5.78 -5.17 0.071
H -6.74 -7.26 -6.07 0.069
H -6.09 -7.35 -4.44 0.076
H -4.66 -6.16 -6.87 0.110
H -4.32 -7.74 -6.18 0.105
H -2.64 -6.10 -5.41 0.120
H -3.59 -6.68 -4.04 0.119
```

Calculated values
**Strongest force on any atom**: 5.14 eV Å⁻¹
**HOMO energy**: -4.0 eV
**Total charge**: -1